# C6H14NSi

An isolated ion of composition C6H14NSi and charge +1 at a distorted geometry (the ωB97M-V functional and the def2-TZVPD basis, OMol25).

Summary:
**Highest occupied orbital energy (alpha / beta)**: -13.0 / -14.0 eV
**Net charge**: +1
**E_tot**: -580.8247 Eh
**ΔE to the lowest compared entry with this formula, charge and spin**: 120.4 kcal/mol
**Kohn-Sham gap (alpha / beta)**: 7.79 / 9.54 eV

Last column: natural (NBO) charge in e.
Atoms and positions in Å:
1 C -1.436 1.098 0.164  -0.683
2 C 0.515 -1.251 -0.192  -0.875
3 C -1.125 -1.144 1.763  0.026
4 C -0.061 -1.748 1.074  -0.064
5 C 1.556 1.492 -0.415  -1.119
6 C -0.537 0.515 -2.609  -1.079
7 N 0.217 -0.864 2.301  -0.608
8 Si 0.041 0.495 -0.783  1.528
9 H -2.365 1.221 -0.401  0.221
10 H -1.270 1.853 0.997  0.213
11 H 1.692 -1.184 -0.180  0.269
12 H -0.005 -1.796 -0.982  0.273
13 H -1.935 -1.474 2.370  0.238
14 H 0.146 -2.788 1.168  0.254
15 H 2.407 0.881 -0.461  0.246
16 H 1.586 2.390 -0.944  0.265
17 H 1.340 2.081 0.572  0.241
18 H -1.232 -0.282 -2.788  0.245
19 H -0.853 1.503 -2.730  0.244
20 H 0.228 0.442 -3.417  0.264
21 H 0.484 0.091 2.366  0.449
22 H 0.609 -1.531 3.128  0.450